Formula: C21H17AsClF12N3O4PtS2
Source: OMol25
Level of theory: the ωB97M-V functional and the def2-TZVPD basis

```
! RIJCOSX wB97M-V def2-TZVPD def2/J DEFGRID3
* xyz 1 6
Pt 0.22449 -0.03425 0.37543
As 3.31690 1.64201 -1.65243
Cl 4.04338 -1.00173 2.00056
S -0.37162 -2.68721 2.41951
S 1.41237 -3.16078 0.26579
F 3.05074 3.01301 -0.63788
F 1.76410 0.96229 -0.88079
F 2.26037 2.31484 -2.83600
F -2.42017 -2.41641 0.83362
F -0.57000 -3.00161 -1.40884
F 4.72399 2.28201 -2.35452
F 0.34348 -4.96546 -1.28839
F 3.37204 0.17218 -2.53242
F -2.48201 -4.19928 2.06820
F 1.36721 -3.35573 -2.31772
F 4.17790 0.89851 -0.34428
F -2.87050 -2.25652 2.94694
O 1.63358 -1.71208 0.10960
O -0.15820 -3.16872 3.74378
O 2.58775 -3.94211 0.39801
O -0.20252 -1.22663 2.27724
N -1.31872 1.26385 1.13155
N -0.89551 0.59598 -1.40476
N 0.30957 -3.52275 1.31637
C -2.65055 2.23456 -5.84252
C -2.15879 -2.92388 2.04075
C 2.24812 1.48745 2.26816
C -3.09368 0.98522 -5.43285
C -2.40238 0.29795 -4.44409
C 1.87472 -1.63430 5.22038
C -1.51375 2.79213 -5.26999
C -3.06349 2.37842 2.08577
C -3.23577 2.48535 0.74483
C 2.93063 -0.74330 3.20486
C 2.73128 -1.79535 4.15897
C 0.58334 -3.67075 -1.30181
C -0.81982 2.10615 -4.28474
C 1.21514 -0.41629 5.34297
C -1.85636 1.42492 -1.20547
C 1.37413 0.62355 4.38607
C -1.85373 1.59406 2.28622
C -2.14957 1.76584 0.15217
C -0.54777 0.12936 -2.76412
C -1.26557 0.85451 -3.86706
C 2.19280 0.49569 3.26714
H -2.74228 -0.68283 -4.12972
H 3.27687 -2.71871 4.01125
H -3.68596 2.77691 2.87016
H -1.15892 3.75923 -5.60083
H 1.71447 -2.43321 5.92809
H -1.41629 1.27882 3.22198
H 0.07878 2.52890 -3.85338
H 0.53502 0.21187 -2.84991
H 0.83326 1.54998 4.53327
H -3.97006 0.54198 -5.88639
H 1.65203 2.38308 2.37500
H -2.42940 1.83937 -2.02841
H -4.02429 2.98928 0.21029
H 2.93416 1.42573 1.43513
H 0.54514 -0.24938 6.17672
H -3.18409 2.77001 -6.61654
H -0.79597 -0.93573 -2.77092
*
```

Summary:
Total energy: -165590.916 eV
LUMO (spin up / spin down): -3.88 / -7.68 eV
HOMO-LUMO gap (spin up / spin down): 7.79 / 4.27 eV
Highest occupied orbital energy (spin up / spin down): -11.67 / -11.94 eV

***

Formula: C21H17BBrIN2O3
Source: OMol25
Level of theory: the ωB97M-V functional and the def2-TZVPD basis

```
! RIJCOSX wB97M-V def2-TZVPD def2/J DEFGRID3
* xyz 0 1
I 0.02472 5.89519 -1.54225
Br -4.99454 -0.09038 0.09586
O -4.56484 2.35371 -1.91272
O -1.22707 -0.84126 -3.37575
O 1.47278 0.41898 -4.23262
N 5.12131 0.06929 -0.25545
N -3.09664 -2.61516 3.40976
C -4.10613 -2.26060 2.61349
C 4.99288 0.18941 1.06513
C -5.43054 -2.58991 2.85734
C -3.56638 1.71319 -1.66834
C 6.05883 0.39116 1.92839
C 0.43088 2.99383 -2.26437
C 0.06309 1.68118 -2.47307
C -0.53128 3.87608 -1.88169
C -1.65562 -0.12421 -2.49262
C -5.72525 -3.33171 3.98928
C -1.22867 1.29204 -2.28963
C 1.95117 -0.11281 -1.73244
C -2.70896 -0.59897 -1.52486
C -2.16669 2.22359 -1.88887
C -1.83613 3.52264 -1.68566
C -3.40039 -3.32660 4.49404
C 6.35426 0.14891 -0.75425
C -4.69043 -3.71075 4.82787
C 7.48777 0.34519 0.01957
C -3.60205 0.29140 -1.15174
C 7.33249 0.46931 1.39025
B 1.20399 0.64003 -2.89938
H -2.55986 -3.59847 5.12341
H 3.97807 0.11862 1.44266
H 0.88990 -0.25644 -4.59773
H -3.83314 -1.68203 1.73589
H -6.74695 -3.61040 4.21476
H 5.89388 0.48391 2.99306
H 1.16465 -0.45092 -1.04666
H -2.69486 -1.61702 -1.15960
H -2.60231 4.21666 -1.37206
H 1.45772 3.30522 -2.38706
H -6.21030 -2.27340 2.17705
H 8.19202 0.62495 2.02993
H -4.87762 -4.29073 5.72117
H 6.42789 0.04971 -1.83189
H 2.54372 -0.95190 -2.08570
H 2.54984 0.61971 -1.18193
H 8.46482 0.39972 -0.44055
*
```

Summary:
Total energy: -109994.805 eV
LUMO: -1.19 eV
HOMO-LUMO gap: 8.13 eV
Highest occupied orbital energy: -9.32 eV
Structure (SMILES): CB(O)c1cc(I)cc2c1C(=O)C=C(Br)C2=O.c1ccncc1.c1ccncc1

***

Formula: C21H17Br2N2O3P
Source: OMol25
Level of theory: the ωB97M-V functional and the def2-TZVPD basis

```
! RIJCOSX wB97M-V def2-TZVPD def2/J DEFGRID3
* xyz 0 1
Br 2.82372 2.27752 3.49058
Br 1.04387 -0.98591 7.78904
P -0.49405 -0.08037 -0.99005
O -1.23896 -0.00630 0.27914
O -0.91295 -3.41388 -1.49814
O 1.29693 0.33056 1.92221
N -0.48784 -2.84345 0.63053
N 0.10200 -2.01323 1.49236
C 1.96528 3.75154 -1.48864
C 1.87022 0.77657 4.14385
C 0.47202 -1.42612 5.03392
C -3.23385 -0.52909 -4.62198
C 1.21913 -0.02690 3.20189
C -0.12780 -2.07409 2.74476
C 1.83832 0.50522 5.49568
C -3.74913 -0.61978 -3.33966
C -1.88324 -0.28312 -4.81880
C -0.32078 -2.70179 -0.72169
C 0.56816 1.37501 -1.25764
C -1.04206 -0.13361 -3.73280
C 0.61245 3.71601 -1.78776
C 0.52447 -1.16496 3.66315
C 2.61607 2.60236 -1.07268
C -0.08621 2.52941 -1.66756
C 0.59791 -1.58138 -1.11178
C 1.92040 1.41117 -0.95572
C -2.91088 -0.46829 -2.24948
C 1.12128 -0.60090 5.92819
C -1.55963 -0.22915 -2.44740
H -4.80155 -0.81029 -3.19070
H -0.06973 -2.28906 5.39015
H 0.63952 -0.16836 1.39724
H 0.10313 4.61320 -2.10695
H 2.43386 0.52206 -0.62292
H 1.43435 -1.49952 -0.41930
H 3.66709 2.63472 -0.82852
H -0.80171 -2.81872 3.17806
H -1.48804 -0.21077 -5.82134
H 0.01180 0.06426 -3.87375
H -3.28561 -0.52948 -1.23775
H -1.14583 2.48346 -1.88429
H 2.35248 1.14460 6.19570
H 0.93986 -1.71597 -2.13566
H -3.88644 -0.64953 -5.47403
H 2.51163 4.67890 -1.57334
H -1.15967 -3.54256 0.95389
*
```

Summary:
Total energy: -180550.371 eV
LUMO: 0.10 eV
HOMO-LUMO gap: 8.48 eV
Highest occupied orbital energy: -8.38 eV
Structure (SMILES): O=C(CP(=O)(c1ccccc1)c1ccccc1)N/N=C/c1cc(Br)cc(Br)c1O

***

What is the total energy in the second record?
-109994.805 eV

***

Which of these has the lowest total energy?
C21H17Br2N2O3P

***

What is the formula in the first record?
C21H17AsClF12N3O4PtS2

***

Among the records above, which one has the highest total energy?
C21H17BBrIN2O3